Formula: C66H174N15O23P5
Source: OMol25
Level of theory: the ωB97M-V functional and the def2-TZVPD basis

## Properties
SMILES string: CN(C)P(=O)(N(C)C)N(C)C.CN(C)P(=O)(N(C)C)N(C)C.CN(C)P(=O)(N(C)C)N(C)C.CN(C)P(=O)(N(C)C)N(C)C.CN(C)P(=O)(N(C)C)N(C)C.COCCOCCOC.COCCOCCOC.COCCOCCOC.COCCOCCOC.COCCOCCOC.COCCOCCOC
Energy above the lowest of the compared OMol25 structures with the same formula, charge and spin: 0.0 kJ/mol
Energy: -187148.0685 eV
HOMO energy: -7.92 eV
Orbital gap: 0.30540 hartree

Cartesian coordinates (Å):
P: -27.339 -19.416 3.705
P: -24.152 -22.177 8.660
P: -28.035 -18.782 12.496
P: -21.827 -16.849 11.748
P: -16.395 -17.552 7.569
O: -28.582 -19.279 2.915
O: -26.692 -18.159 12.378
O: -22.742 -27.393 9.396
O: -19.537 -27.898 14.224
O: -20.454 -25.160 5.218
O: -24.039 -24.592 15.588
O: -20.516 -16.174 11.459
O: -25.959 -24.116 21.481
O: -20.900 -19.780 4.028
O: -24.878 -20.874 8.600
O: -19.196 -23.423 11.323
O: -24.361 -27.513 12.064
O: -15.143 -17.822 8.324
O: -19.134 -26.320 11.816
O: -26.216 -26.667 2.672
O: -23.320 -23.362 -0.368
O: -20.355 -17.131 3.097
O: -20.125 -23.690 2.742
O: -24.929 -24.186 2.684
O: -19.977 -27.907 6.206
O: -25.701 -23.764 17.836
O: -26.748 -25.698 12.031
O: -22.206 -14.763 2.107
N: -25.988 -18.605 3.059
N: -28.820 -18.802 10.994
N: -16.101 -17.210 5.889
N: -17.434 -16.361 8.185
N: -17.424 -18.925 7.546
N: -29.049 -17.960 13.591
N: -26.824 -21.017 3.741
N: -21.723 -18.017 12.947
N: -27.478 -18.834 5.309
N: -28.020 -20.444 13.001
N: -22.972 -15.743 12.285
N: -22.662 -22.287 7.877
N: -23.883 -22.638 10.261
N: -22.515 -17.584 10.354
N: -25.084 -23.399 7.851
C: -24.655 -22.054 11.371
C: -18.872 -18.923 7.250
C: -23.744 -22.665 -1.523
C: -18.367 -26.220 12.949
C: -20.215 -28.131 15.424
C: -29.197 -17.527 10.293
C: -25.711 -21.406 4.563
C: -24.458 -15.986 12.605
C: -21.816 -26.887 8.401
C: -26.281 -24.362 20.059
C: -14.753 -16.663 5.604
C: -19.792 -27.465 4.852
C: -24.860 -23.534 15.589
C: -22.618 -22.219 6.439
C: -28.418 -17.196 14.673
C: -26.382 -18.484 6.225
C: -24.939 -26.591 3.156
C: -16.863 -20.267 7.403
C: -22.901 -13.648 2.599
C: -23.812 -24.036 1.834
C: -30.502 -18.011 13.747
C: -28.765 -18.826 5.974
C: -21.693 -17.530 3.409
C: -20.224 -16.112 2.139
C: -19.040 -24.348 3.316
C: -18.626 -25.676 10.677
C: -20.805 -26.329 4.571
C: -17.070 -14.951 7.974
C: -24.733 -25.193 3.697
C: -19.351 -24.393 10.383
C: -27.725 -22.137 3.426
C: -21.929 -17.456 9.060
C: -23.199 -23.880 10.688
C: -21.485 -17.572 14.302
C: -19.166 -29.012 6.521
C: -23.451 -18.677 10.441
C: -21.614 -18.631 4.441
C: -24.585 -24.728 7.539
C: -26.048 -17.137 3.102
C: -17.943 -16.689 9.509
C: -24.942 -22.960 17.007
C: -20.818 -14.740 2.311
C: -17.997 -22.723 11.266
C: -25.431 -23.460 19.215
C: -25.379 -27.364 11.094
C: -21.651 -20.617 3.224
C: -22.180 -27.358 10.709
C: -17.192 -16.809 4.958
C: -25.408 -19.058 1.826
C: -19.193 -26.514 14.155
C: -22.706 -14.313 12.445
C: -24.331 -23.303 0.601
C: -26.516 -23.240 7.828
C: -28.452 -19.781 10.009
C: -26.624 -24.976 22.398
C: -21.353 -21.908 8.502
C: -20.140 -23.520 1.404
C: -26.705 -27.043 11.688
C: -26.837 -20.950 13.695
C: -19.219 -24.542 4.775
C: -21.088 -19.328 12.750
C: -23.102 -28.057 11.613
C: -27.929 -25.361 12.772
C: -26.393 -27.890 2.005
C: -29.196 -21.318 13.020
C: -23.910 -25.160 14.288
H: -24.480 -22.723 14.930
H: -25.016 -24.971 6.565
H: -28.760 -17.891 6.544
H: -22.053 -18.239 14.964
H: -29.468 -16.724 10.996
H: -14.401 -16.976 4.627
H: -20.737 -22.782 8.274
H: -28.459 -17.175 9.561
H: -28.548 -21.716 2.855
H: -25.422 -21.957 16.997
H: -20.096 -24.520 0.906
H: -22.469 -12.678 2.307
H: -24.804 -16.980 12.285
H: -16.994 -20.693 6.381
H: -21.910 -22.995 6.115
H: -25.732 -28.021 1.127
H: -19.724 -27.659 16.267
H: -20.402 -24.596 10.328
H: -18.600 -26.292 15.038
H: -16.460 -14.463 8.756
H: -24.841 -20.807 4.310
H: -25.874 -21.280 5.661
H: -28.600 -17.609 15.700
H: -27.362 -17.039 14.428
H: -26.325 -19.025 7.192
H: -17.550 -25.494 10.759
H: -25.088 -16.768 3.490
H: -29.794 -21.285 13.941
H: -26.501 -17.425 6.500
H: -23.610 -18.931 11.504
H: -30.972 -18.327 12.836
H: -18.786 -16.040 9.776
H: -23.466 -13.807 13.068
H: -28.756 -25.621 12.111
H: -15.821 -20.246 7.719
H: -28.624 -20.752 10.461
H: -24.863 -25.601 13.955
H: -25.230 -23.816 0.277
H: -23.166 -25.938 14.376
H: -22.537 -28.273 12.527
H: -17.952 -25.197 12.980
H: -24.428 -18.419 10.036
H: -25.323 -20.131 1.926
H: -27.055 -23.540 8.741
H: -20.284 -29.207 15.553
H: -23.279 -29.020 11.130
H: -26.522 -26.034 22.110
H: -26.248 -16.612 2.167
H: -19.319 -19.488 8.064
H: -21.026 -22.968 1.152
H: -23.863 -21.602 -1.370
H: -20.820 -27.295 8.562
H: -25.462 -22.464 4.421
H: -16.584 -14.883 7.005
H: -25.428 -28.286 10.467
H: -18.748 -27.179 4.664
H: -22.945 -22.789 -2.243
H: -21.804 -16.560 14.500
H: -19.376 -29.244 7.569
H: -25.009 -15.227 12.033
H: -23.063 -19.506 9.860
H: -26.750 -22.206 7.606
H: -26.263 -28.693 2.725
H: -19.189 -23.599 5.315
H: -22.169 -27.166 7.412
H: -17.518 -26.888 12.908
H: -22.643 -16.939 8.386
H: -21.016 -16.879 9.106
H: -27.956 -24.279 13.016
H: -18.375 -25.214 5.083
H: -27.691 -24.747 22.529
H: -26.375 -21.806 13.188
H: -26.036 -20.194 13.681
H: -23.683 -25.094 4.066
H: -28.858 -16.183 14.730
H: -25.903 -23.699 15.250
H: -25.162 -26.578 10.360
H: -21.684 -14.119 12.834
H: -21.694 -18.464 8.691
H: -28.803 -22.322 12.923
H: -18.746 -26.322 9.809
H: -23.939 -22.882 17.446
H: -20.986 -21.409 2.854
H: -14.149 -17.033 6.413
H: -20.564 -14.380 3.323
H: -22.278 -21.254 6.071
H: -14.755 -15.577 5.589
H: -27.354 -24.282 19.879
H: -22.676 -18.871 4.681
H: -29.812 -21.217 12.113
H: -18.145 -17.241 5.255
H: -28.986 -19.750 6.619
H: -23.384 -24.970 1.481
H: -25.383 -18.584 5.809
H: -24.834 -27.331 3.981
H: -27.419 -19.715 9.655
H: -28.154 -22.684 4.289
H: -17.800 -22.503 10.214
H: -25.251 -22.805 11.861
H: -27.978 -25.927 13.718
H: -27.431 -27.848 1.641
H: -18.088 -21.740 11.749
H: -21.255 -27.769 15.336
H: -24.389 -18.633 1.806
H: -20.229 -14.114 1.631
H: -19.271 -29.931 5.892
H: -20.928 -26.217 3.490
H: -21.262 -27.970 10.628
H: -19.109 -19.379 6.263
H: -23.503 -24.674 7.538
H: -24.438 -23.787 19.500
H: -20.449 -17.701 14.625
H: -29.114 -19.720 9.138
H: -23.601 -22.460 6.034
H: -16.984 -17.165 3.938
H: -22.029 -20.074 2.362
H: -25.612 -22.392 19.444
H: -24.592 -22.258 0.795
H: -22.883 -13.614 3.729
H: -22.497 -23.644 11.509
H: -23.067 -23.424 2.347
H: -21.504 -19.982 13.536
H: -26.949 -27.683 12.543
H: -21.335 -19.758 11.789
H: -30.831 -16.962 13.878
H: -22.220 -17.850 2.524
H: -18.388 -17.680 9.403
H: -22.277 -16.705 3.851
H: -23.985 -21.656 12.148
H: -20.540 -16.576 1.190
H: -27.083 -21.292 14.703
H: -25.918 -18.813 0.867
H: -19.152 -15.879 2.098
H: -26.826 -16.853 3.817
H: -23.938 -13.706 2.308
H: -17.245 -16.614 10.372
H: -17.303 -15.739 4.865
H: -19.074 -24.028 9.390
H: -21.812 -25.783 8.476
H: -24.580 -15.812 13.691
H: -24.665 -23.099 -1.917
H: -17.987 -14.361 7.881
H: -30.066 -17.824 9.693
H: -18.115 -23.760 3.132
H: -25.264 -21.219 11.014
H: -17.170 -23.255 11.716
H: -22.711 -24.290 9.819
H: -20.105 -25.890 14.087
H: -26.125 -24.827 23.364
H: -23.872 -24.631 11.114
H: -19.256 -17.901 7.272
H: -21.763 -26.636 5.021
H: -18.990 -25.358 2.869
H: -27.176 -22.895 2.862
H: -29.551 -18.788 5.189
H: -21.071 -18.266 5.340
H: -24.211 -26.842 2.387
H: -20.926 -20.978 8.107
H: -20.001 -19.336 12.898
H: -24.916 -25.556 8.186
H: -22.539 -21.005 3.754
H: -21.468 -21.807 9.570
H: -26.060 -25.419 19.847
H: -18.112 -28.742 6.431
H: -23.554 -24.433 13.525
H: -26.945 -23.838 7.015
H: -27.477 -27.213 10.930
H: -22.781 -13.807 11.438
H: -30.812 -18.620 14.609
H: -19.228 -23.012 1.097
H: -21.934 -26.310 10.933
H: -17.315 -21.002 8.081
H: -25.379 -25.034 4.569
H: -19.917 -28.302 4.118

Cartesian forces (eV/Å) of the 2 atoms listed first:
0.34 -0.30 0.31
-0.61 -0.65 -0.25